{
  "formula": "C38H36BrFN5O5Ti",
  "method": "ωB97M-V/def2-TZVPD",
  "homo_ha": [-0.083, -0.157],
  "total_charge": -1,
  "lumo_energy_ev": [2.25, 2.31],
  "e_tot_ev": -153561.9237,
  "gap_ev": [4.5, 6.6],
  "de_lowest_ev": 0.0000,
  "spin_multiplicity": 3,
  "species": ["Ti", "C", "C", "N", "C", "C", "C", "C", "C", "C", "C", "N", "C", "C", "C", "C", "C", "C", "C", "C", "N", "C", "H", "H", "H", "H", "H", "H", "H", "H", "H", "H", "H", "H", "C", "C", "C", "C", "C", "C", "C", "Br", "C", "O", "C", "C", "C", "C", "C", "C", "H", "H", "H", "H", "H", "H", "H", "H", "H", "H", "H", "H", "H", "H", "H", "H", "H", "H", "H", "H", "F", "C", "C", "N", "C", "C", "O", "O", "C", "O", "N", "C", "O", "H", "H", "H", "H"],
  "xyz": [[0.841, 1.633, 0.030], [-0.826, 4.957, 2.296], [-0.347, 4.314, 1.177], [0.601, 3.327, 1.239], [1.153, 3.052, 2.485], [0.700, 3.661, 3.674], [-0.358, 4.619, 3.570], [1.318, 3.289, 4.885], [2.331, 2.354, 4.902], [2.774, 1.744, 3.725], [2.195, 2.090, 2.508], [2.434, 1.556, 1.244], [3.612, 1.240, 0.660], [4.812, 0.859, 1.238], [5.942, 0.588, 0.435], [5.927, 0.708, -0.925], [4.738, 1.149, -1.560], [4.633, 1.421, -2.941], [3.471, 1.926, -3.449], [2.381, 2.139, -2.584], [2.437, 1.866, -1.308], [3.596, 1.393, -0.779], [-1.588, 5.721, 2.175], [-0.712, 4.545, 0.185], [-0.735, 5.109, 4.460], [0.978, 3.745, 5.811], [2.782, 2.069, 5.847], [3.531, 0.972, 3.773], [4.885, 0.757, 2.309], [6.859, 0.273, 0.921], [6.810, 0.501, -1.520], [5.487, 1.236, -3.586], [3.366, 2.158, -4.501], [1.427, 2.518, -2.938], [-2.629, -5.258, 1.929], [-2.370, -4.962, 0.451], [-3.724, -4.749, -0.240], [-1.675, -6.183, -0.166], [-1.501, -3.720, 0.259], [-1.014, -2.963, 1.314], [-0.256, -1.831, 1.071], [0.436, -0.884, 2.559], [0.039, -1.368, -0.221], [0.694, -0.244, -0.390], [-0.373, -2.184, -1.302], [-1.145, -3.309, -1.023], [0.042, -1.955, -2.770], [-1.199, -1.799, -3.667], [0.854, -3.178, -3.242], [0.928, -0.727, -2.999], [-3.252, -6.151, 2.021], [-3.152, -4.432, 2.418], [-1.697, -5.441, 2.471], [-4.360, -5.633, -0.120], [-3.599, -4.565, -1.310], [-4.243, -3.889, 0.188], [-2.292, -7.079, -0.040], [-0.709, -6.359, 0.312], [-1.498, -6.045, -1.236], [-1.211, -3.233, 2.343], [-1.476, -3.912, -1.860], [-1.849, -2.676, -3.636], [-0.888, -1.646, -4.705], [-1.788, -0.929, -3.368], [0.285, -4.105, -3.177], [1.755, -3.292, -2.633], [1.162, -3.041, -4.285], [0.408, 0.205, -2.785], [1.223, -0.708, -4.053], [1.831, -0.756, -2.386], [-5.685, 4.025, 0.777], [-4.572, 3.287, 0.841], [-4.065, 2.719, -0.248], [-2.921, 1.963, -0.199], [-2.395, 1.341, -1.421], [-1.330, 2.209, -2.119], [-1.504, 2.505, -3.298], [-0.347, 2.527, -1.378], [-2.225, 1.817, 0.970], [-1.169, 1.219, 1.035], [-2.802, 2.360, 2.089], [-3.941, 3.147, 2.146], [-4.337, 3.639, 3.172], [-4.524, 2.832, -1.220], [-3.228, 1.173, -2.096], [-1.956, 0.385, -1.144], [-2.208, 2.363, 2.912]],
  "atomic_forces_ev_per_a": [[-1.291, 0.082, 0.324], [0.023, -0.011, -0.024], [0.010, -0.032, 0.062], [0.055, -0.068, 0.210], [0.030, 0.084, 0.071], [0.005, -0.014, -0.043], [0.006, 0.029, 0.026], [-0.057, 0.060, 0.025], [0.042, -0.047, 0.027], [0.044, 0.002, -0.031], [0.069, -0.049, 0.129], [0.299, 0.180, 0.200], [-0.002, 0.103, 0.123], [0.185, -0.063, -0.115], [-0.057, -0.001, 0.182], [0.050, 0.011, -0.139], [-0.007, 0.012, 0.067], [0.058, -0.055, -0.012], [-0.149, 0.074, -0.062], [-0.177, 0.068, -0.490], [0.843, -0.067, -0.250], [0.403, -0.109, 0.296], [0.036, -0.039, 0.003], [-0.018, 0.019, -0.032], [0.015, -0.028, -0.043], [0.012, -0.019, -0.058], [-0.012, 0.007, -0.041], [-0.051, 0.033, 0.010], [0.042, 0.002, -0.027], [-0.035, 0.008, 0.028], [-0.053, 0.012, 0.014], [-0.030, 0.015, 0.047], [-0.007, -0.004, 0.034], [0.066, 0.007, -0.068], [0.003, 0.019, 0.045], [-0.008, -0.009, -0.016], [-0.027, -0.018, -0.027], [0.005, -0.034, -0.031], [0.025, 0.030, -0.055], [0.016, 0.036, 0.058], [-0.150, -0.117, 0.111], [0.077, -0.164, 0.117], [0.071, 0.005, -0.006], [-0.046, -0.072, 0.040], [-0.016, -0.057, -0.086], [0.024, 0.029, -0.007], [0.009, -0.005, -0.025], [0.040, 0.014, 0.027], [-0.003, 0.059, 0.017], [0.055, 0.010, -0.114], [0.010, 0.017, -0.007], [0.025, -0.034, -0.024], [-0.039, 0.006, -0.026], [0.029, 0.040, -0.003], [-0.005, -0.007, 0.047], [0.017, -0.025, -0.009], [0.025, 0.037, -0.004], [-0.031, 0.008, -0.013], [-0.009, -0.008, 0.055], [0.011, 0.011, -0.038], [-0.001, -0.001, -0.043], [0.017, -0.009, 0.032], [-0.012, -0.015, 0.052], [0.018, -0.006, 0.006], [-0.027, -0.003, 0.011], [-0.049, 0.008, -0.026], [-0.025, 0.000, 0.062], [-0.005, -0.055, -0.027], [-0.009, -0.020, -0.021], [-0.062, -0.015, -0.090], [-0.121, 0.070, 0.010], [-0.105, 0.099, 0.101], [0.044, -0.039, -0.213], [0.128, -0.153, -0.114], [-0.058, 0.070, 0.046], [-0.257, -0.043, -0.231], [0.075, -0.047, 0.219], [-0.028, 0.351, -0.415], [-0.197, 0.229, -0.061], [0.315, -0.374, 0.031], [0.036, -0.049, -0.041], [0.029, -0.044, -0.105], [-0.136, 0.172, 0.324], [-0.017, 0.006, -0.006], [-0.070, -0.007, -0.032], [0.067, -0.099, 0.025], [-0.003, 0.002, 0.040]]
}